The following is a DFT calculation (ωB97M-V/def2-TZVPD) of 4 unconnected molecules or ions with the total composition C4H16N8O4 in a non-equilibrium geometry.

Summary:
- max |F| (eV/Å) = 1.640
- gap between HOMO and LUMO (eV) = 9.545
- energy relative to the best compared isomer or geometry (same formula, charge and spin) (kcal/mol) = 10.6
- 2S+1 = 1
- net charge = 0
- lowest unoccupied orbital energy (eV) = 0.02
- SMILES = NC(N)=O.NC(N)=O.NC(N)=O.NC(N)=O
- highest occupied orbital energy (eV) = -9.5

Last column: Löwdin charge in e.
Geometry (Å):
C 0.463 4.272 1.128  -0.701
O 1.413 3.921 1.824  0.005
N -0.754 4.554 1.607  0.162
N 0.575 4.356 -0.250  0.145
H -0.912 4.415 2.590  0.111
H -1.500 4.958 1.075  0.103
H 1.529 4.384 -0.562  0.102
H -0.227 4.208 -0.831  0.092
C -0.182 -0.382 -3.496  -0.695
O 0.387 -0.134 -4.554  0.013
N -1.469 -0.020 -3.234  0.148
N 0.359 -1.157 -2.520  0.156
H -2.065 0.547 -3.807  0.099
H -1.850 -0.215 -2.324  0.085
H 1.337 -1.337 -2.679  0.109
H -0.017 -1.200 -1.587  0.043
C 0.655 -4.557 1.021  -0.681
O 1.314 -5.563 1.246  0.017
N -0.401 -4.498 0.167  0.155
N 0.931 -3.349 1.626  0.145
H -1.032 -3.719 0.223  0.079
H -0.682 -5.330 -0.317  0.104
H 0.301 -2.612 1.345  0.032
H 1.894 -3.132 1.808  0.100
C -0.250 -0.208 0.982  -0.643
O -0.661 -1.190 0.370  -0.020
N 0.625 0.732 0.516  0.185
N -0.532 0.010 2.301  0.162
H 1.073 0.683 -0.383  0.102
H 0.852 1.559 1.045  0.075
H 0.040 0.569 2.905  0.104
H -1.215 -0.566 2.764  0.110

The following is a DFT calculation (ωB97M-V/def2-TZVPD) of a molecular structure, C17H31CoO in a non-equilibrium geometry.

Summary:
- max |F| (eV/Å) = 5.898
- gap between HOMO and LUMO (alpha / beta) (eV) = 8.620 / 8.012
- 2S+1 = 5
- net charge = +2
- <S²> = 6.022
- lowest unoccupied orbital energy (alpha / beta) (eV) = -6.60 / -9.58
- highest occupied orbital energy (alpha / beta) (eV) = -15.2 / -17.6

Last column: Löwdin charge in e.
Geometry (Å):
C -1.490 -1.305 0.787  -0.169
H -2.481 -0.714 0.789  0.131
H -1.834 -2.296 0.300  0.111
H -1.179 -0.585 -0.654  0.190
C -1.155 -1.624 2.271  -0.265
H -0.138 -2.017 2.383  0.105
H -1.223 -0.684 2.821  0.085
C -2.203 -2.602 2.785  -0.065
H -1.955 -2.834 3.807  0.092
H -3.217 -2.193 2.781  0.099
H -2.251 -3.548 2.243  0.091
C 1.674 0.125 -1.138  -0.209
C 1.940 -0.886 -0.139  -0.241
C 1.122 -2.032 -0.461  -0.225
C 0.334 -1.695 -1.602  -0.233
C 0.643 -0.360 -1.985  -0.209
C 0.145 0.359 -3.202  0.029
C -0.613 -2.599 -2.343  0.023
C 1.162 -3.351 0.232  0.027
C 3.002 -0.782 0.890  0.022
C 2.390 1.417 -1.292  0.028
Co 0.043 -0.361 0.125  0.704
H -1.324 -2.019 -2.947  0.095
H -0.072 -3.267 -3.031  0.123
H -1.189 -3.243 -1.665  0.093
H -0.842 0.011 -3.525  0.096
H 0.070 1.436 -3.007  0.090
H 0.849 0.203 -4.033  0.129
H 2.774 1.756 -0.325  0.097
H 3.225 1.258 -1.990  0.131
H 1.730 2.202 -1.681  0.088
H 2.780 -1.423 1.746  0.095
H 3.953 -1.075 0.433  0.127
H 3.061 0.254 1.241  0.096
H 0.155 -3.728 0.453  0.098
H 1.666 -4.104 -0.389  0.126
H 1.710 -3.251 1.175  0.093
C -1.596 2.958 2.191  -0.119
C -1.761 3.529 0.776  -0.121
C -1.101 2.523 -0.172  -0.102
O -0.529 1.448 0.680  -0.261
C -0.486 1.921 2.062  -0.125
H -1.340 3.720 2.935  0.135
H -2.530 2.478 2.521  0.129
H -1.235 4.488 0.695  0.129
H -2.815 3.689 0.515  0.131
H -1.824 2.071 -0.863  0.132
H -0.266 2.959 -0.746  0.122
H 0.513 2.362 2.186  0.142
H -0.610 1.058 2.729  0.108

The following is a DFT calculation (ωB97M-V/def2-TZVPD) of a molecular structure, C54H120F4N8NaO8S4 in a non-equilibrium geometry.

Summary:
- max |F| (eV/Å) = 10.249
- gap between HOMO and LUMO (eV) = 8.399
- 2S+1 = 1
- net charge = +5
- lowest unoccupied orbital energy (eV) = -9.93
- highest occupied orbital energy (eV) = -18.3

Last column: Löwdin charge in e.
Geometry (Å):
Na 2.184 3.603 3.596  0.586
C -1.673 -2.375 -1.945  -0.072
C -0.344 -1.934 -1.300  -0.221
C 0.271 -0.860 -2.224  -0.124
N 1.761 -0.573 -1.975  -0.259
C 2.121 -0.600 -0.487  -0.078
C 3.526 -0.012 -0.208  -0.159
C 3.667 1.360 -0.847  -0.190
C 3.319 1.467 -2.333  -0.134
C 1.932 0.822 -2.589  -0.098
C 2.599 -1.532 -2.790  0.049
H -2.307 -1.534 -2.223  0.087
H -2.180 -2.988 -1.200  0.090
H -1.518 -3.006 -2.819  0.090
H 0.311 -2.809 -1.333  0.110
H -0.446 -1.579 -0.278  0.109
H -0.319 0.049 -2.130  0.135
H 0.225 -1.234 -3.244  0.135
H 1.349 0.053 -0.084  0.140
H 2.132 -1.642 -0.183  0.136
H 3.693 0.064 0.870  0.094
H 4.228 -0.828 -0.411  0.117
H 2.960 1.991 -0.299  0.116
H 4.645 1.773 -0.603  0.095
H 3.259 2.511 -2.631  0.128
H 3.994 0.927 -3.000  0.108
H 1.215 1.429 -2.037  0.129
H 1.692 0.755 -3.646  0.148
H 2.211 -1.581 -3.804  0.120
H 2.421 -2.495 -2.314  0.115
H 3.628 -1.194 -2.757  0.093
C 0.816 10.274 5.126  -0.053
C 0.768 9.100 4.125  -0.221
C 0.937 9.608 2.709  -0.111
N 0.757 8.580 1.594  -0.242
C 1.266 9.189 0.302  -0.127
C 0.412 10.249 -0.365  -0.161
C -1.036 9.775 -0.472  -0.161
C -1.561 9.280 0.901  -0.142
C -0.692 8.150 1.437  -0.097
C 1.626 7.369 1.873  0.024
H 0.199 9.948 5.966  0.091
H 0.298 11.178 4.809  0.086
H 1.815 10.449 5.515  0.061
H -0.074 8.421 4.252  0.112
H 1.609 8.465 4.413  0.072
H 1.899 10.087 2.523  0.141
H 0.233 10.404 2.465  0.125
H 2.259 9.597 0.501  0.131
H 1.475 8.382 -0.404  0.136
H 0.373 11.144 0.267  0.121
H 0.828 10.601 -1.306  0.133
H -1.664 10.597 -0.806  0.127
H -0.998 8.964 -1.203  0.122
H -1.753 10.088 1.610  0.123
H -2.595 8.964 0.746  0.131
H -0.989 7.710 2.393  0.130
H -0.816 7.241 0.842  0.140
H 2.632 7.789 1.920  0.097
H 1.569 6.728 0.998  0.108
H 1.431 6.938 2.852  0.087
C 9.802 2.901 1.935  -0.086
C 9.362 1.640 1.185  -0.235
C 10.091 1.543 -0.145  -0.123
N 9.716 0.370 -1.017  -0.254
C 8.218 0.212 -1.311  -0.101
C 7.954 -0.809 -2.419  -0.159
C 8.630 -0.449 -3.771  -0.166
C 10.124 -0.358 -3.531  -0.143
C 10.401 0.600 -2.358  -0.110
C 10.264 -0.935 -0.497  0.042
H 9.387 2.831 2.941  0.058
H 9.379 3.839 1.580  0.070
H 10.889 2.930 2.007  0.093
H 8.277 1.760 1.114  0.100
H 9.590 0.773 1.811  0.108
H 11.174 1.608 -0.081  0.151
H 9.736 2.437 -0.665  0.141
H 7.786 1.191 -1.514  0.140
H 7.795 -0.179 -0.384  0.126
H 6.863 -0.721 -2.456  0.108
H 8.203 -1.836 -2.164  0.116
H 8.123 0.437 -4.152  0.123
H 8.553 -1.278 -4.475  0.127
H 10.603 0.040 -4.424  0.139
H 10.485 -1.370 -3.349  0.128
H 10.101 1.605 -2.663  0.139
H 11.475 0.679 -2.186  0.141
H 9.949 -1.129 0.530  0.107
H 11.349 -0.908 -0.487  0.128
H 9.800 -1.731 -1.063  0.094
C 6.834 3.833 7.829  -0.062
C 6.812 3.062 6.518  -0.232
C 6.764 1.535 6.677  -0.096
N 6.433 0.796 5.374  -0.241
C 6.376 -0.678 5.735  -0.077
C 5.889 -1.525 4.565  -0.143
C 4.568 -1.018 3.974  -0.164
C 4.687 0.464 3.582  -0.174
C 5.094 1.225 4.841  -0.124
C 7.502 1.143 4.379  0.017
H 7.764 3.665 8.381  0.086
H 6.018 3.433 8.431  0.090
H 6.774 4.917 7.762  0.065
H 7.554 3.362 5.776  0.107
H 5.885 3.408 6.050  0.076
H 5.988 1.228 7.381  0.140
H 7.671 1.129 7.125  0.148
H 5.653 -0.672 6.549  0.147
H 7.353 -1.052 6.031  0.151
H 5.865 -2.540 4.963  0.137
H 6.625 -1.572 3.758  0.113
H 3.730 -1.177 4.658  0.130
H 4.237 -1.619 3.122  0.111
H 3.770 0.902 3.180  0.105
H 5.430 0.615 2.795  0.098
H 4.328 1.143 5.611  0.138
H 5.141 2.263 4.512  0.100
H 7.541 0.404 3.586  0.093
H 8.411 1.120 4.981  0.123
H 7.419 2.154 3.990  0.081
C 11.859 13.170 2.019  -0.074
C 11.338 11.725 1.983  -0.235
C 9.923 11.508 2.489  -0.133
N 9.482 10.073 2.656  -0.255
C 9.532 9.290 1.321  -0.073
C 8.970 7.874 1.347  -0.149
C 7.577 7.878 1.946  -0.191
C 7.418 8.726 3.233  -0.164
C 8.032 10.136 3.112  -0.090
C 10.329 9.342 3.686  0.050
H 11.820 13.651 2.998  0.083
H 11.204 13.744 1.360  0.085
H 12.880 13.289 1.667  0.091
H 12.097 11.090 2.442  0.108
H 11.315 11.543 0.904  0.115
H 9.225 12.071 1.872  0.146
H 9.877 11.902 3.509  0.140
H 9.058 9.933 0.582  0.148
H 10.609 9.271 1.153  0.133
H 8.907 7.449 0.345  0.130
H 9.655 7.208 1.875  0.112
H 6.734 8.073 1.281  0.123
H 7.346 6.862 2.267  0.077
H 6.340 8.873 3.263  0.097
H 7.809 8.066 4.006  0.109
H 7.524 10.690 2.326  0.143
H 7.946 10.573 4.105  0.124
H 10.074 9.829 4.626  0.108
H 11.393 9.517 3.550  0.105
H 10.121 8.281 3.636  0.097
C 8.278 11.196 11.394  -0.074
C 7.921 10.083 10.391  -0.232
C 7.227 10.602 9.149  -0.141
N 6.635 9.552 8.222  -0.235
C 5.951 10.423 7.147  -0.105
C 5.180 9.584 6.159  -0.159
C 4.056 8.811 6.896  -0.156
C 4.748 7.892 7.866  -0.159
C 5.640 8.604 8.885  -0.074
C 7.730 8.755 7.549  0.030
H 8.808 10.722 12.217  0.088
H 7.496 11.797 11.860  0.088
H 8.887 11.939 10.874  0.083
H 7.380 9.306 10.938  0.114
H 8.847 9.554 10.142  0.109
H 7.704 11.412 8.598  0.144
H 6.353 11.118 9.562  0.137
H 5.359 11.151 7.701  0.144
H 6.703 11.020 6.630  0.126
H 4.744 10.215 5.381  0.123
H 5.861 8.908 5.639  0.083
H 3.436 9.533 7.431  0.131
H 3.458 8.241 6.188  0.088
H 4.029 7.475 8.579  0.132
H 5.242 7.069 7.348  0.107
H 5.068 9.229 9.571  0.149
H 6.197 7.896 9.496  0.137
H 8.464 8.298 8.208  0.111
H 8.329 9.518 7.044  0.100
H 7.307 8.110 6.788  0.084
N 4.413 4.497 3.146  -0.289
S 5.531 4.324 1.940  0.516
O 6.882 4.199 2.389  -0.257
O 5.270 5.099 0.757  -0.233
F 5.101 2.855 1.553  -0.183
S 4.947 5.768 3.749  0.428
O 4.894 6.955 2.928  -0.272
O 5.976 5.790 4.773  -0.258
F 3.665 6.061 4.663  -0.195
N 1.522 4.161 5.743  -0.347
S 0.753 5.494 6.075  0.489
O 1.477 6.721 5.907  -0.293
O -0.276 5.427 7.076  -0.209
F -0.096 5.480 4.684  -0.223
S 2.090 3.845 7.267  0.571
O 1.362 2.856 8.002  -0.215
O 2.699 4.940 7.990  -0.255
F 3.371 2.990 6.712  -0.235

The following is a DFT calculation (ωB97M-V/def2-TZVPD) of 2 unconnected molecules or ions with the total composition C9H12FO10PS in a non-equilibrium geometry.

Summary:
- max |F| (eV/Å) = 10.649
- gap between HOMO and LUMO (eV) = 2.690
- energy relative to the best compared isomer or geometry (same formula, charge and spin) (kcal/mol) = 90.3
- 2S+1 = 1
- net charge = -2
- lowest unoccupied orbital energy (eV) = 3.42
- highest occupied orbital energy (eV) = 0.7

Last column: Löwdin charge in e.
Geometry (Å):
C -0.139 -2.791 -0.498  0.140
C -0.237 -1.389 -0.737  -0.008
C -0.279 0.219 -1.056  -0.348
C -1.673 0.933 -1.540  -0.152
P -2.849 -0.176 -2.555  0.730
O -3.457 0.766 -3.714  -0.425
O -4.173 -0.616 -1.500  -0.233
O -2.090 -1.515 -3.367  -0.215
O 0.712 0.702 -2.075  -0.054
C 2.046 0.537 -1.408  -0.214
O 3.127 -0.134 -1.813  0.110
O 1.879 1.257 -0.118  0.021
C 0.493 0.848 0.266  -0.200
C -0.295 1.914 1.229  -0.114
C -0.934 1.186 2.585  -0.167
C -1.736 -0.208 2.268  -0.136
F -2.698 -0.491 3.395  -0.161
H -0.130 -3.885 -0.050  0.074
H -2.309 1.414 -0.679  0.094
H -1.359 1.834 -2.254  0.144
H -3.964 -0.256 -0.566  0.075
H -1.094 -1.409 -3.435  0.089
H 0.710 -0.110 0.927  0.159
H -1.076 2.599 0.674  0.105
H 0.534 2.659 1.651  0.139
H -1.664 1.909 3.153  0.112
H -0.059 0.908 3.337  0.137
H -0.941 -1.081 2.201  0.131
H -2.267 -0.115 1.229  0.094
O 5.478 -1.988 -0.252  -0.498
S 5.184 -1.102 0.890  0.078
O 6.286 -1.177 1.867  -0.504
O 3.928 -1.528 1.532  -0.513
O 5.046 0.286 0.411  -0.491

The following is a DFT calculation (ωB97M-V/def2-TZVPD) of 2 unconnected molecules or ions with the total composition C9H14 in a non-equilibrium geometry.

Summary:
- max |F| (eV/Å) = 2.467
- gap between HOMO and LUMO (eV) = 9.931
- energy relative to the best compared isomer or geometry (same formula, charge and spin) (kcal/mol) = 25.1
- 2S+1 = 1
- net charge = 0
- lowest unoccupied orbital energy (eV) = 1.04
- SMILES = Cc1ccccc1.CC
- highest occupied orbital energy (eV) = -8.9

Last column: Löwdin charge in e.
Geometry (Å):
C -0.418 0.159 -3.331  -0.079
C 0.108 -1.203 0.165  -0.109
C 1.506 -1.129 0.205  -0.117
C -0.541 -0.829 -0.988  -0.039
C 0.190 -0.188 -2.028  -0.288
C 2.203 -0.397 -0.726  -0.085
C 1.532 0.108 -1.875  -0.051
H -0.446 -1.532 1.027  0.091
H 2.096 -1.656 0.975  0.110
H -1.623 -0.868 -0.975  0.110
H 3.289 -0.296 -0.771  0.102
H 0.128 0.848 -3.991  0.072
H -1.395 0.617 -3.380  0.074
H 2.084 0.625 -2.649  0.107
H -0.176 -0.681 -4.022  0.099
C -0.370 0.840 3.033  -0.170
C -1.805 0.663 2.482  -0.157
H -0.178 0.484 4.049  0.056
H 0.485 0.463 2.479  0.039
H -0.176 1.890 3.253  0.060
H -2.211 -0.309 2.226  0.048
H -1.819 1.293 1.593  0.060
H -2.465 1.099 3.250  0.065

Question: net charge of number 3 (C54H120F4N8NaO8S4)?
Answer: +5